[1]
{
  "formula": "C8H8Cl5GeNOPmS",
  "method": "ωB97M-V/def2-TZVPD",
  "species": ["Pm", "Ge", "Cl", "Cl", "Cl", "Cl", "Cl", "S", "O", "N", "C", "C", "C", "C", "C", "C", "C", "C", "H", "H", "H", "H", "H", "H", "H", "H"],
  "positions_angstrom": [[7.0335, 10.5933, 7.7378], [6.6526, 13.7571, 5.9303], [6.2788, 8.0268, 7.0950], [5.7179, 15.1271, 7.3077], [4.9228, 11.8160, 6.2431], [11.4445, 8.7540, 5.5977], [8.2891, 13.0912, 7.8927], [9.3438, 9.1051, 8.1367], [6.6653, 10.2471, 9.9100], [6.1866, 8.5181, 11.2620], [10.1905, 6.3236, 5.4169], [7.8670, 7.3269, 6.5316], [9.0585, 5.6189, 5.2951], [10.1498, 7.6315, 5.9776], [5.9118, 10.8620, 12.0793], [6.2644, 9.8239, 11.0409], [7.8319, 6.1943, 5.7656], [9.0752, 8.0294, 6.7891], [6.4699, 11.7059, 11.7208], [9.0841, 4.6613, 4.8221], [11.1203, 6.1335, 4.9081], [6.2491, 10.6202, 13.0628], [5.8378, 8.0980, 12.1527], [6.8699, 5.6777, 5.5310], [4.8055, 11.1021, 12.0519], [6.5216, 7.9179, 10.4740]],
  "forces_ev_per_a": [[-0.46, 2.21, 0.67], [-0.19, 0.65, 0.32], [0.90, -1.13, -0.37], [-0.02, -0.20, -0.35], [1.27, -0.47, 0.72], [-1.20, -1.18, 0.73], [-0.69, -1.40, -0.44], [-0.06, -0.69, -1.39], [-0.16, -0.37, -0.70], [0.22, -0.27, -0.45], [1.46, 2.68, -0.30], [-0.86, -0.31, -0.55], [-1.24, 0.05, 0.53], [1.87, -0.34, -0.78], [-0.90, -0.19, -1.24], [-0.45, -0.23, 0.91], [-1.03, -0.58, 0.16], [-0.35, 1.22, 1.47], [-0.01, 0.77, 0.17], [-0.27, -0.41, -0.31], [0.09, -0.73, -0.02], [-0.03, -0.39, 0.68], [0.55, 0.63, -1.22], [0.92, 0.56, 0.34], [1.23, -0.36, 0.08], [-0.61, 0.46, 1.34]],
  "homo_energy_ev": [-15.5114, -15.5145],
  "spin_multiplicity": 6,
  "charge": 2,
  "orbital_gap_ev": [7.58, 5.32],
  "largest_force_ha_per_bohr": 0.060,
  "s_squared": 8.78
}

---

[2]
{
  "formula": "C43H30CoF9N4P",
  "method": "ωB97M-V/def2-TZVPD",
  "species": ["Co", "P", "F", "F", "F", "F", "F", "F", "F", "F", "F", "N", "N", "N", "N", "C", "C", "C", "C", "C", "C", "C", "C", "C", "C", "C", "C", "C", "C", "C", "C", "C", "C", "C", "C", "C", "C", "C", "C", "C", "C", "C", "C", "C", "C", "C", "C", "C", "C", "C", "C", "C", "C", "C", "C", "C", "C", "C", "H", "H", "H", "H", "H", "H", "H", "H", "H", "H", "H", "H", "H", "H", "H", "H", "H", "H", "H", "H", "H", "H", "H", "H", "H", "H", "H", "H", "H", "H"],
  "positions_angstrom": [[-0.1033, -0.1170, -0.1098], [-1.2907, -1.6399, 1.4563], [-7.6529, -1.6775, -0.7461], [-7.7009, 0.1601, 0.3790], [-1.7638, -2.6833, 8.0859], [-0.1124, -8.2974, 1.9986], [-0.7727, -8.1356, -0.0412], [-1.8041, -0.5327, 8.0786], [1.2881, -7.7636, 0.4552], [-6.8473, 0.1234, -1.5999], [0.0808, -1.5736, 8.0705], [0.5675, -1.4415, -1.2687], [1.9545, 0.6351, 1.5671], [-0.2390, 1.3030, 1.2027], [1.6175, -0.2125, 0.6245], [-3.0504, -1.4748, 1.0555], [-2.1013, 2.7495, -1.2791], [1.0649, -1.2875, -3.6248], [-0.9834, -3.4436, 1.3445], [-5.0930, -0.2129, 1.2119], [0.7257, -1.5017, -4.9432], [-1.1598, -1.6016, 7.5672], [-1.7926, 0.4937, -1.5169], [0.3488, -3.8236, 1.2141], [-0.9333, -2.4235, -2.9230], [-2.3256, -2.0625, 5.4145], [-1.0959, 3.1742, 2.4136], [2.4057, -1.2278, 0.1947], [-5.5956, -0.9007, 0.1143], [3.6635, -1.6153, 0.6569], [0.1507, 3.4028, 3.0159], [-1.1844, -1.5999, 6.0622], [-1.6268, -5.7554, 1.2814], [-1.3049, -1.5751, 3.2923], [-0.1047, -1.1208, 5.3331], [-4.8289, -1.8673, -0.5270], [4.2721, -2.7210, 0.0833], [-1.9697, -4.4231, 1.4113], [2.4379, -3.0164, -1.4598], [1.7959, -1.9158, -0.8939], [3.6614, -3.4216, -0.9515], [0.6993, -5.1517, 1.0686], [-0.4381, -2.1842, -5.2585], [-3.5633, -2.1444, -0.0559], [-0.7846, 2.5595, -1.6290], [-0.1686, -1.1148, 3.9499], [0.2246, -1.7244, -2.5924], [-2.3806, -2.0567, 4.0348], [0.0323, -7.5685, 0.8758], [-0.2982, -6.1160, 1.0824], [0.9766, 1.4900, 1.8350], [-2.7341, 1.4915, -1.2188], [-1.2377, 2.1216, 1.5390], [-0.5504, 1.1587, -1.8036], [-6.9454, -0.5721, -0.4503], [1.1802, 2.5497, 2.7433], [-3.8243, -0.4958, 1.6774], [-1.2568, -2.6535, -4.2465], [1.7317, -5.4320, 0.9284], [-3.0057, -4.1525, 1.5511], [1.9720, -3.5523, -2.2745], [-2.9584, -2.8834, -0.5588], [0.1784, 0.8196, -2.5233], [2.1624, 2.6526, 3.1740], [0.7782, -0.7644, 5.8426], [1.9809, -0.7684, -3.3763], [-1.9338, 3.8198, 2.6203], [-1.5548, -2.8115, -2.1295], [-3.2662, -2.4224, 3.5363], [4.1470, -1.0533, 1.4406], [-3.4192, 0.0486, 2.5204], [-2.0834, -0.4845, -1.8671], [0.2862, 4.2343, 3.6894], [-2.1950, 1.9317, 1.0726], [-2.3880, -6.5196, 1.3230], [0.6702, -0.7420, 3.3811], [1.1193, -3.0701, 1.1989], [-3.7815, 1.3266, -1.0194], [-0.6979, -2.3574, -6.2891], [5.2382, -3.0492, 0.4419], [-2.5752, 3.6976, -1.0936], [4.1426, -4.2916, -1.3742], [-2.1481, -3.2087, -4.4974], [-3.1583, -2.4367, 5.9911], [1.3727, -1.1396, -5.7282], [-5.2108, -2.3644, -1.4051], [-0.0461, 3.3254, -1.7897], [-5.6870, 0.5531, 1.6859]],
  "forces_ev_per_a": [[-0.53, 0.73, 0.34], [-0.10, -0.44, 0.18], [0.06, -0.17, 0.05], [0.07, 0.08, 0.19], [-0.08, -0.13, -0.13], [-0.07, 0.12, 0.17], [-0.15, 0.08, -0.08], [-0.05, 0.10, -0.11], [0.20, 0.16, -0.03], [0.14, 0.05, -0.01], [0.21, 0.03, -0.13], [1.26, -1.11, 0.11], [2.02, -2.39, -1.30], [0.82, 0.50, 0.86], [-0.20, 1.26, 1.54], [-0.13, 0.21, -0.23], [-0.32, -0.07, -0.01], [-0.20, 0.00, 0.20], [0.19, 0.11, -0.23], [-0.26, -0.04, -0.20], [0.03, -0.09, -0.09], [-0.06, 0.09, 0.23], [-0.45, 0.11, -0.40], [-0.16, 0.11, -0.06], [0.26, 0.05, 0.17], [0.13, 0.01, 0.06], [0.55, 0.20, 0.39], [0.18, -0.19, -0.35], [0.10, 0.03, 0.07], [0.59, -0.55, -0.09], [-0.83, 0.05, -0.22], [0.03, -0.02, 0.00], [0.14, -0.09, -0.01], [0.14, 0.33, -0.09], [-0.15, -0.13, 0.25], [-0.12, 0.28, 0.10], [0.33, 0.78, 0.95], [0.07, -0.01, 0.00], [1.10, -0.79, -0.10], [-1.50, 1.17, 0.16], [-1.10, 0.10, -0.74], [-0.17, -0.31, 0.06], [-0.03, -0.03, -0.07], [0.09, 0.04, 0.12], [0.44, -0.47, -0.05], [-0.14, 0.08, -0.12], [-0.29, -0.20, -0.71], [0.06, 0.05, 0.03], [-0.01, -0.26, -0.01], [0.05, 0.01, -0.01], [-2.32, 1.37, -0.03], [0.04, -0.10, 0.17], [-0.34, -0.10, -0.01], [0.08, 0.52, -0.34], [-0.29, 0.06, -0.23], [0.31, -0.78, -0.52], [0.27, -0.22, -0.06], [-0.06, -0.03, -0.20], [0.07, -0.02, -0.01], [-0.08, 0.00, 0.00], [-0.01, -0.02, 0.02], [0.02, -0.05, -0.06], [0.14, -0.20, 0.17], [0.09, 0.02, 0.08], [0.05, 0.01, 0.02], [0.02, 0.08, 0.07], [-0.11, 0.01, -0.01], [-0.05, 0.02, 0.07], [-0.06, -0.04, -0.02], [0.00, 0.01, 0.13], [-0.06, 0.06, 0.04], [0.12, -0.10, 0.10], [0.02, 0.08, 0.09], [0.13, -0.08, -0.06], [-0.09, -0.07, -0.03], [0.12, 0.03, -0.07], [0.11, 0.06, 0.01], [-0.10, -0.06, 0.09], [-0.07, -0.03, -0.18], [0.02, 0.06, 0.05], [-0.09, 0.18, 0.07], [0.06, -0.06, -0.02], [-0.12, -0.05, 0.01], [-0.05, -0.03, 0.04], [0.06, 0.03, -0.08], [-0.06, -0.12, -0.05], [0.12, 0.14, 0.02], [-0.08, 0.04, 0.05]],
  "homo_energy_ev": [-7.1829, -7.2546],
  "spin_multiplicity": 2,
  "orbital_gap_ev": [5.54, 5.59],
  "largest_force_ha_per_bohr": 0.066,
  "e_above_lowest_kj_mol": 30.3,
  "s_squared": 0.83
}

---

[3]
{
  "formula": "C2H6EuO",
  "method": "ωB97M-V/def2-TZVPD",
  "species": ["Eu", "O", "C", "C", "H", "H", "H", "H", "H", "H"],
  "positions_angstrom": [[2.2238, 0.9960, 0.0657], [-0.1793, 0.4030, 0.0260], [-1.5814, 0.3074, 0.0129], [0.5906, -0.8485, 0.0132], [-1.9992, 1.3222, 0.0236], [-1.9346, -0.2455, 0.8992], [-1.9203, -0.2201, -0.8942], [4.1861, 1.1505, -0.1466], [0.3176, -1.4173, -0.8935], [0.2966, -1.4476, 0.8935]],
  "forces_ev_per_a": [[-2.23, -0.24, 0.10], [2.37, 0.10, 0.01], [-1.21, -0.14, 0.01], [-0.32, -0.04, -0.08], [0.15, -0.30, 0.00], [0.14, 0.19, -0.29], [0.15, 0.19, 0.29], [0.39, -0.23, -0.08], [0.28, 0.23, 0.23], [0.28, 0.23, -0.21]],
  "homo_energy_ev": [-12.8850, -13.2518],
  "spin_multiplicity": 7,
  "charge": 1,
  "orbital_gap_ev": [5.78, 8.24],
  "largest_force_ha_per_bohr": 0.046,
  "s_squared": 12.41
}

---

[4]
{
  "formula": "C3H5NO2",
  "method": "ωB97M-V/def2-TZVPD",
  "species": ["O", "O", "N", "C", "C", "C", "H", "H", "H", "H", "H"],
  "positions_angstrom": [[1.5811, 1.0044, 0.3416], [-0.1755, -1.1662, -1.1529], [1.4423, -0.2962, 1.0365], [0.3500, -0.9404, 0.8636], [0.1024, 1.2235, 0.0107], [-0.5972, -0.2425, -0.1174], [-1.6817, -0.1260, 0.0560], [0.2267, 1.5232, -1.0667], [0.1098, -1.9352, 1.1651], [-0.3857, 1.8809, 0.6458], [-0.9722, -0.9254, -1.7823]],
  "forces_ev_per_a": [[-4.82, -2.71, 1.46], [-4.60, 2.86, -3.02], [1.42, -0.75, 0.27], [-0.29, 3.50, 0.28], [2.70, -2.85, -5.06], [3.30, 0.67, 2.53], [0.48, -0.60, -0.10], [-0.63, 0.66, 1.11], [0.58, -0.41, 0.63], [-0.79, 1.14, 1.28], [2.64, -1.52, 0.63]],
  "homo_energy_ev": -10.0086,
  "orbital_gap_ev": 10.49,
  "largest_force_ha_per_bohr": 0.125,
  "e_above_lowest_kj_mol": 456.6,
  "smiles": "O[C@H]1C=NOC1"
}